A) 16
Properties=species:S:1:pos:R:3:mulliken_charge:R:1 method="wB97M-V/def2-TZVPD" multiplicity=1 gap_ev="8.54 / 8.54" mol_weight_g_mol=88.13 total_charge=+1 homo_ev="-14.333 / -14.333"
C 0.542 -1.580 0.429 -0.227
C -0.800 0.041 -0.523 0.091
C -2.070 0.356 0.091 -1.160
C 1.609 0.508 -0.442 -1.066
N 0.467 -0.080 0.276 0.029
O -0.422 -2.031 -0.454 -0.501
H 1.544 -1.938 0.158 0.353
H 0.337 -1.851 1.476 0.325
H -0.637 0.234 -1.574 0.429
H -2.195 -0.070 1.083 0.345
H -2.875 0.024 -0.569 0.360
H -2.174 1.448 0.161 0.379
H 2.510 0.422 0.158 0.377
H 1.753 -0.031 -1.380 0.455
H 1.424 1.561 -0.652 0.388
H 0.365 0.392 1.185 0.423

***

B) 16
Properties=species:S:1:pos:R:3:mulliken_charge:R:1 method="wB97M-V/def2-TZVPD" multiplicity=1 gap_ev=9.66 mol_weight_g_mol=88.13 total_charge=+1 homo_ev=-14.141
C 3.162 -0.210 0.626 -0.254
C 2.570 0.633 -0.186 -0.913
C -0.772 -0.151 -0.239 0.333
C -3.028 0.376 0.157 -0.798
N -1.935 -0.570 0.069 -0.084
O -0.019 -0.999 -0.861 -0.399
H 3.134 -0.168 1.705 0.248
H 3.871 -1.001 0.344 0.266
H 2.726 0.562 -1.310 0.371
H 1.762 1.254 0.228 0.317
H -0.407 0.874 -0.079 0.198
H -3.840 -0.036 0.678 0.324
H -2.616 1.194 0.628 0.342
H -3.429 0.708 -0.847 0.304
H -2.069 -1.593 0.212 0.352
H 0.887 -0.875 -1.123 0.394

***

C) 16
Properties=species:S:1:pos:R:3:mulliken_charge:R:1 method="wB97M-V/def2-TZVPD" multiplicity=1 gap_ev=5.39 mol_weight_g_mol=88.13 total_charge=+1 homo_ev=-13.245
C 1.287 -2.482 0.288 -0.256
C -1.098 1.326 -1.206 -0.866
C 0.012 -2.758 0.110 -0.352
C -0.758 1.780 0.348 -0.415
N 0.390 1.135 0.736 0.263
O 1.346 1.889 1.187 -0.180
H 2.081 1.392 1.474 0.413
H 2.038 -3.283 0.298 0.266
H 1.528 -1.410 0.215 0.069
H -1.950 2.091 -1.514 0.332
H -0.241 1.660 -1.871 0.345
H -1.333 0.292 -1.417 0.322
H -0.403 -3.755 0.207 0.258
H -0.694 -1.970 -0.151 0.020
H -1.535 1.293 0.832 0.288
H -0.671 2.802 0.465 0.493

***

Which one sits at the top of the stability order? B) does.

***

A) 10
Properties=species:S:1:pos:R:3:mulliken_charge:R:1 method="wB97M-V/def2-TZVPD" smiles="O=[N+]=C[C@H]1CS1" multiplicity=1 gap_ev="5.68 / 5.68" mol_weight_g_mol=102.14 total_charge=+1 homo_ev="-13.996 / -13.997"
C 0.936 -0.209 0.912 -0.283
C 1.053 -0.413 2.414 -0.087
C 2.161 -0.196 0.158 -0.423
N 0.524 0.551 2.884 0.605
O 0.016 1.628 2.964 -0.219
S 1.381 -1.686 -0.458 0.057
H 0.196 0.672 0.581 0.284
H 1.225 -1.292 2.918 0.451
H 2.419 0.641 -0.546 0.346
H 2.997 -0.359 0.868 0.268

***

B) 10
Properties=species:S:1:pos:R:3:mulliken_charge:R:1 method="wB97M-V/def2-TZVPD" multiplicity=1 gap_ev="6.28 / 6.27" mol_weight_g_mol=102.14 total_charge=+1 homo_ev="-13.819 / -13.817"
C 2.721 0.371 -3.022 0.279
C -0.313 -0.713 1.150 0.097
C -0.920 0.353 0.279 -0.515
N 1.320 0.333 -0.999 -0.225
O 0.727 -1.193 0.944 -0.358
S -0.081 0.169 -1.422 0.434
H 3.912 0.265 -2.840 0.244
H -0.895 -1.028 2.100 0.344
H -2.128 0.310 0.155 0.383
H -0.660 1.289 0.709 0.316

***

Which one sits at the top of the stability order? A) does.

***

A) 10
Properties=species:S:1:pos:R:3:mulliken_charge:R:1 method="wB97M-V/def2-TZVPD" multiplicity=1 gap_ev="8.73 / 8.73" mol_weight_g_mol=102.14 total_charge=+1 homo_ev="-16.245 / -16.246"
C -0.745 2.072 -0.389 0.083
C -0.959 -0.447 0.125 -0.304
C 0.532 -0.696 -0.085 -0.493
N -1.066 0.951 -0.043 0.030
O 1.958 1.485 0.574 -0.281
S 1.137 1.056 -0.517 0.624
H -1.433 -0.955 -0.751 0.286
H -1.164 -0.804 1.171 0.284
H 1.081 -1.188 0.700 0.379
H 0.659 -1.474 -0.784 0.392

***

B) 10
Properties=species:S:1:pos:R:3:mulliken_charge:R:1 method="wB97M-V/def2-TZVPD" multiplicity=1 gap_ev="8.06 / 8.06" mol_weight_g_mol=102.14 total_charge=+1 homo_ev="-15.911 / -15.910"
C 1.864 -0.053 -0.720 0.153
C -0.420 1.009 -0.361 -0.373
C -0.709 -0.328 0.200 -0.471
N 0.989 0.765 -0.668 0.055
O 1.180 -1.901 1.249 -0.333
S 0.805 -1.493 -0.063 0.642
H -0.988 1.364 -1.152 0.302
H -0.422 1.851 0.401 0.252
H -0.788 -0.431 1.409 0.364
H -1.510 -0.782 -0.293 0.409

***

Which one sits at the top of the stability order? A) does.